173
Properties=species:S:1:pos:R:3:forces:R:3:lowdin_charge:R:1 method="wB97M-V/def2-TZVPD" lumo_ha=0.0050 charge=0 de_lowest_kcal_mol=72.62 gap_ev=8.7 homo_ev=-8.56
C -3.1340 2.2353 1.1839 -0.14 0.09 -0.49 -0.073
C -4.5664 1.9350 0.7008 0.85 -0.61 1.20 -0.284
O -5.3928 1.7592 1.8550 -0.23 0.05 -0.23 -0.091
H -3.0777 3.1849 1.7176 -0.08 0.09 -0.12 0.075
H -2.4289 2.2293 0.3488 -0.02 0.18 -0.04 0.046
H -2.7941 1.4715 1.8877 -0.22 -0.13 -0.01 0.061
H -4.5495 0.9688 0.1877 -0.04 0.25 -0.50 0.086
H -4.9942 2.7108 0.0733 0.08 0.04 -0.05 0.098
H -5.2983 0.8220 2.0609 -0.17 -0.02 0.15 0.045
C 3.7657 2.5156 1.1189 -0.07 -0.71 0.89 -0.095
C 3.9034 3.4016 -0.0813 -0.53 0.82 0.04 -0.290
O 3.0679 4.5656 0.0820 0.26 -0.01 -0.34 -0.099
H 2.8291 2.6560 1.6644 -0.30 0.16 -0.55 0.067
H 4.4955 2.7182 1.9087 0.36 -0.20 -0.29 0.070
H 3.7860 1.4652 0.8160 0.32 -0.04 0.22 0.069
H 3.5540 2.9025 -0.9813 0.00 0.07 -0.02 0.077
H 4.9397 3.6980 -0.2604 0.02 -0.02 0.01 0.116
H 3.4162 5.0965 0.8046 0.03 -0.04 0.00 0.083
C -2.2597 -5.3851 -0.5711 -0.29 -0.18 0.87 -0.078
C -2.9068 -5.5537 0.7995 -0.37 -0.45 -1.08 -0.315
O -4.3334 -5.6517 0.5870 0.49 0.29 0.78 -0.100
H -2.7435 -4.5314 -1.0443 0.34 0.07 -0.23 0.069
H -2.4250 -6.2847 -1.1613 0.00 0.07 -0.11 0.078
H -1.1895 -5.2445 -0.4144 0.01 0.21 -0.32 0.063
H -2.6725 -4.6938 1.4344 0.04 -0.14 0.16 0.093
H -2.6029 -6.5078 1.2416 0.37 0.28 0.27 0.111
H -4.6517 -5.7571 1.4925 -0.56 -0.06 -0.30 0.079
C 2.2894 0.3610 -4.2611 0.44 0.55 -0.79 -0.079
C 3.6148 1.1413 -4.2936 -1.31 -0.41 -0.39 -0.310
O 4.1523 1.2265 -3.0002 0.48 0.78 -0.35 -0.079
H 2.5168 -0.6873 -4.0599 -0.25 -0.02 0.12 0.055
H 1.8450 0.4436 -5.2574 -0.12 -0.26 0.02 0.073
H 1.5740 0.7825 -3.5575 0.06 -0.12 0.17 0.057
H 3.4535 2.1333 -4.7213 -0.09 0.29 0.62 0.107
H 4.2129 0.6781 -5.0897 0.65 -0.33 0.57 0.108
H 4.1142 0.3770 -2.5453 0.16 -0.25 -0.07 0.026
C 3.3826 -3.3083 -1.1558 -2.30 0.42 0.62 -0.061
C 3.0456 -1.8013 -1.2591 0.64 -0.71 0.34 -0.281
O 4.2641 -1.0885 -1.5291 -0.73 -0.08 0.29 -0.083
H 2.4131 -3.7761 -0.9296 0.00 -0.21 -0.36 0.055
H 3.9051 -3.5587 -0.2306 0.69 0.27 -0.28 0.067
H 3.7693 -3.7875 -2.0482 0.33 0.24 -0.01 0.078
H 2.5544 -1.4573 -0.3374 0.53 -0.09 0.29 0.093
H 2.2769 -1.5148 -1.9787 0.58 -0.45 -0.58 0.069
H 4.8774 -1.4396 -0.8765 0.34 0.29 -0.14 0.097
C -5.7570 -1.8982 -0.7865 1.11 -0.12 -0.37 -0.056
C -4.6840 -2.0309 0.2901 -1.22 0.77 0.35 -0.275
O -5.0840 -1.2602 1.4436 -0.25 -0.66 0.28 -0.103
H -6.7541 -2.0286 -0.3709 -0.03 0.02 -0.06 0.080
H -5.5614 -2.6571 -1.5480 -0.26 0.00 -0.05 0.080
H -5.6335 -0.9258 -1.2635 -0.45 0.07 0.03 0.067
H -3.7901 -1.4947 0.0129 0.19 -0.76 -0.15 0.065
H -4.5625 -3.0867 0.5437 0.50 0.13 0.08 0.098
H -5.8722 -1.7194 1.7597 0.01 0.34 0.30 0.092
C -1.3491 -0.8977 -6.5764 0.55 0.54 1.62 -0.058
C -1.2006 -2.1632 -5.7153 0.33 -0.37 -0.89 -0.439
C 0.2562 -2.6986 -5.7243 -1.27 -0.79 -1.43 -0.206
O 0.2503 -3.8775 -4.9313 0.98 0.51 0.82 -0.202
C 1.3322 -3.8732 -3.9807 -1.53 0.54 -0.62 -0.083
N -1.7071 -1.9385 -4.3813 0.30 0.76 0.30 0.050
H -0.7795 -0.1057 -6.0662 0.25 -0.06 -0.06 0.062
H -2.3575 -0.4978 -6.4744 -0.20 -0.38 -0.67 0.073
H -0.9277 -0.9455 -7.5766 -0.43 -0.28 -0.18 0.075
H -1.8272 -2.9568 -6.1302 0.10 -0.06 -0.19 0.135
H 0.9939 -1.9253 -5.4936 -0.05 -0.12 0.69 0.098
H 0.5218 -3.0559 -6.7294 -0.11 0.40 -0.18 0.125
H 0.9677 -4.4634 -3.1420 0.59 -0.39 -0.03 0.086
H 1.4132 -2.8387 -3.6386 0.47 -0.09 0.24 0.056
H 2.2413 -4.1995 -4.4867 0.20 -0.21 0.46 0.094
H -1.0584 -1.3057 -3.9151 -0.33 0.09 0.30 0.055
H -1.6985 -2.7868 -3.8276 0.04 -0.07 -0.15 0.066
C -0.3941 -1.7465 0.4139 0.85 0.37 1.04 -0.047
C -0.8076 -0.4090 -0.1866 -0.63 -0.82 0.38 -0.413
C 0.3668 0.3732 -0.7536 -0.69 0.35 -0.13 -0.181
O -0.1610 1.5409 -1.3701 0.34 0.04 0.33 -0.199
C 0.8081 2.5850 -1.4951 -1.16 0.09 0.84 -0.067
N -1.8045 -0.6479 -1.2239 0.28 0.45 -0.58 0.091
H 0.3216 -2.2878 -0.2086 -0.27 -0.20 -0.12 0.068
H -1.2029 -2.3920 0.7611 -0.33 0.02 -0.69 0.066
H 0.0899 -1.5555 1.3802 0.35 0.05 -0.19 0.045
H -1.2733 0.1422 0.6429 0.34 0.40 -0.09 0.118
H 0.8980 -0.1940 -1.5263 -0.06 -0.16 0.15 0.098
H 1.0646 0.6403 0.0469 0.08 -0.01 0.09 0.125
H 0.2929 3.3522 -2.0722 0.71 -0.14 -0.77 0.066
H 1.7558 2.1640 -1.8241 0.07 0.45 -0.56 0.070
H 0.9535 3.1204 -0.5491 0.25 -0.45 0.32 0.090
H -1.9912 0.2377 -1.6896 -0.02 -0.10 0.00 0.043
H -2.6742 -0.9261 -0.7901 0.31 0.04 -0.28 0.027
C 2.3620 6.1285 -2.7837 0.62 0.43 0.17 -0.068
C 1.4770 6.8637 -3.7924 -0.48 0.91 0.71 -0.428
C 2.1919 7.8856 -4.6942 0.11 -1.10 -1.14 -0.213
O 1.2337 8.7441 -5.2925 -0.08 0.01 0.10 -0.198
C 1.6970 10.0648 -5.4738 0.11 -0.32 1.07 -0.117
N 0.5383 5.9210 -4.3943 0.43 -0.01 -0.87 0.039
H 2.9595 5.3514 -3.2703 -0.10 -0.03 -0.16 0.078
H 1.7875 5.6376 -1.9991 -0.25 0.00 -0.18 0.048
H 3.0862 6.7526 -2.2491 -0.08 0.21 -0.15 0.072
H 0.8615 7.6523 -3.3353 -0.33 -0.68 0.89 0.131
H 2.7435 7.4074 -5.5138 0.27 -0.06 0.10 0.127
H 2.8903 8.4639 -4.0844 0.03 -0.04 0.14 0.113
H 2.4931 10.1566 -6.2183 -0.25 -0.01 -0.30 0.086
H 2.1272 10.3967 -4.5174 0.02 0.25 -0.09 0.081
H 0.8218 10.6815 -5.6622 0.15 0.07 -0.41 0.086
H 1.0445 5.0783 -4.6542 0.09 0.09 -0.25 0.061
H -0.0886 5.6088 -3.6590 0.04 0.21 0.10 -0.001
C -3.5011 5.3772 -1.1808 -0.71 0.22 -1.24 -0.054
C -2.1808 4.7530 -1.6680 -0.59 1.55 0.84 -0.401
C -2.3847 3.7863 -2.8193 0.38 0.14 0.35 -0.201
O -3.0844 2.6820 -2.2961 0.11 -0.41 0.27 -0.177
C -3.3432 1.6971 -3.2400 -0.47 -0.94 -1.65 -0.134
N -1.2272 5.8230 -2.0520 -0.43 -0.62 0.07 0.038
H -3.8904 5.9969 -2.0014 0.17 0.19 0.02 0.079
H -3.4119 6.0401 -0.3218 0.22 -0.23 0.16 0.077
H -4.3281 4.6789 -1.0481 0.33 -0.34 0.43 0.063
H -1.7532 4.3047 -0.7714 0.26 -0.77 -0.40 0.127
H -1.3851 3.5792 -3.2228 -0.09 -0.67 0.07 0.109
H -2.9333 4.2083 -3.6715 -0.21 0.32 0.19 0.137
H -3.9467 2.0662 -4.0827 0.19 0.36 -0.02 0.093
H -3.9340 0.8342 -2.9168 0.00 0.42 0.99 0.083
H -2.4632 1.2114 -3.6836 0.35 0.44 0.15 0.083
H -1.7128 6.5039 -2.6260 0.03 0.15 0.00 0.088
H -0.9211 6.2977 -1.2127 0.04 0.11 -0.04 0.089
C 1.7010 0.2545 3.3007 -0.20 0.51 -1.07 -0.038
C 1.7826 0.1210 4.7982 0.94 -1.35 1.31 -0.418
C 1.7503 1.3776 5.6654 -0.80 1.39 -0.47 -0.199
O 2.5180 2.4520 5.1400 -0.65 0.15 -0.22 -0.186
C 3.8740 2.5797 5.4553 0.79 -0.94 -0.04 -0.118
N 0.8593 -0.8958 5.3410 -0.47 0.42 0.33 0.042
H 1.7992 -0.6268 2.6615 0.56 -0.55 0.87 0.046
H 2.4651 0.9401 2.9381 -0.14 0.18 0.09 0.052
H 0.7311 0.5690 2.8942 -0.11 0.68 0.66 0.089
H 2.7507 -0.2673 5.1479 0.33 -0.29 -1.07 0.129
H 2.0190 1.2022 6.7108 0.35 -0.53 -0.04 0.128
H 0.7162 1.7353 5.7401 0.00 0.24 -0.29 0.128
H 4.3507 3.1209 4.6387 -0.11 0.32 0.15 0.080
H 4.4101 1.6205 5.4851 -0.24 -0.17 -0.02 0.086
H 4.0933 3.0504 6.4177 -0.36 0.29 0.00 0.085
H -0.0519 -0.8882 4.8909 0.24 0.18 -0.30 0.033
H 0.6423 -0.5891 6.2882 0.05 -0.46 0.13 0.070
C 1.6671 -5.3278 2.0343 0.95 -0.54 0.38 -0.054
C 1.9889 -4.5421 3.3166 -0.36 1.28 -2.08 -0.381
C 3.4777 -4.3038 3.5538 0.09 -1.35 0.29 -0.206
O 4.1125 -5.5621 3.7996 0.22 0.78 -0.61 -0.177
C 5.5078 -5.4226 3.8295 1.00 -0.83 -0.15 -0.137
N 1.4305 -3.1826 3.0427 -0.82 -1.03 1.46 0.045
H 0.6160 -5.5513 1.8559 -0.16 0.26 0.52 0.066
H 2.1869 -6.2854 2.1373 0.08 0.03 -0.59 0.080
H 1.9904 -4.7545 1.1634 0.32 -0.22 -0.07 0.052
H 1.5173 -5.1291 4.1034 -0.06 0.77 0.56 0.141
H 3.6743 -3.6235 4.3922 -0.35 -0.04 0.17 0.128
H 3.9414 -3.8138 2.6873 -0.15 -0.16 -0.26 0.114
H 5.9816 -4.8065 3.0522 -0.73 0.58 0.00 0.084
H 5.9711 -6.3824 3.5768 -0.30 -0.22 0.57 0.087
H 5.8622 -5.0862 4.8079 0.01 0.04 0.00 0.088
H 1.4742 -2.6460 3.9032 0.02 0.46 -0.18 0.034
H 1.9728 -2.7472 2.3101 0.14 0.06 0.07 0.042
C -2.5454 -4.7822 7.9857 0.20 -0.14 0.87 -0.081
C -3.2793 -4.0649 6.8833 0.12 -0.90 -0.18 -0.436
C -2.3106 -3.4372 5.8852 -0.58 0.86 -0.12 -0.207
O -3.1079 -2.7716 4.9100 0.36 -0.19 -0.10 -0.203
C -2.3017 -2.1770 3.9028 -1.35 0.55 0.47 -0.092
N -4.2652 -4.9633 6.2339 0.15 1.00 0.60 0.043
H -1.7588 -5.4601 7.6472 0.01 0.09 -0.15 0.077
H -3.2356 -5.3695 8.5933 -0.13 -0.04 -0.21 0.076
H -2.1186 -4.0598 8.6874 0.29 -0.02 -0.18 0.077
H -3.8679 -3.2846 7.3687 0.00 0.18 -0.25 0.140
H -1.6359 -4.1520 5.3968 -0.17 -0.31 0.08 0.126
H -1.6670 -2.6805 6.3549 0.05 -0.12 0.26 0.121
H -1.7391 -1.3512 4.3482 0.63 -0.38 -0.04 0.065
H -2.9947 -1.6305 3.2586 0.00 -0.48 -0.41 0.080
H -1.7352 -2.9524 3.3877 0.43 0.37 -0.14 0.080
H -4.8439 -4.3014 5.7277 -0.15 -0.59 -0.50 0.062
H -3.8141 -5.6019 5.5903 0.01 0.12 -0.16 0.067